Record 1
Computed, not measured: a cluster of 8 separate species, C46H73I2N2O20P in total, with ωB97M-V with the def2-TZVPD basis set.

For the HOMO-LUMO gap, the calculation gives 7.7 eV. As for the electronic energy: -118302.265 eV. The net charge is 0. The calculation puts the LUMO energy at 0.0035 Eh.

Structure (XYZ):
```
144
Properties=species:S:1:pos:R:3:lowdin_charge:R:1
H -2.873 1.666 0.193 0.068
C -1.583 -2.367 2.470 -0.429
H 1.019 -6.777 0.844 0.106
H 3.421 4.770 2.267 0.122
H -6.723 10.320 -2.193 0.128
C 2.082 5.384 0.652 -0.149
C -0.093 -4.086 3.006 -0.472
H 1.899 6.455 0.735 0.120
C 0.881 4.588 0.151 -0.072
H 2.896 9.543 -3.986 0.115
H 2.200 -0.461 0.680 0.070
C 5.544 -6.524 -3.036 -0.477
C 0.768 -7.486 2.744 0.021
O 2.137 -3.063 0.190 -0.030
H 0.132 -5.032 -0.250 0.117
C -2.906 4.759 -1.504 -0.456
C 1.971 7.596 -3.589 -0.154
H 0.031 -7.818 3.467 0.070
O -0.749 -2.982 3.487 -0.011
C 2.370 4.721 1.990 -0.140
C 2.407 -0.137 1.698 -0.106
C 0.166 -0.654 2.596 -0.165
H -1.334 -6.277 0.613 0.109
C 6.931 -5.157 -1.836 -0.149
H -1.098 -0.962 1.060 0.051
H 2.836 -9.019 -2.002 0.121
H 0.910 7.753 -3.408 0.126
O -3.495 3.586 -1.147 0.005
P -2.636 -3.143 0.008 0.821
H 4.797 8.021 -3.674 0.132
O 2.440 6.520 -2.760 0.021
C 2.262 -8.873 -2.918 -0.162
C -2.613 -1.608 3.321 -0.014
C -6.113 9.351 -4.803 -0.071
C 0.370 -6.808 1.713 -0.176
O -2.381 -4.180 -1.018 -0.391
C -5.258 8.533 -3.858 -0.462
H -5.126 11.255 -4.619 0.119
H -2.985 5.126 -3.603 0.139
O -0.933 -8.220 -1.585 0.120
I -3.096 -5.036 4.319 0.951
H 4.651 8.693 -2.024 0.126
H -3.429 -2.216 3.709 0.080
C -3.330 -4.344 2.289 -0.680
H -2.150 1.601 1.792 0.101
O -5.059 9.212 -2.705 0.035
C 4.170 0.527 6.059 -0.159
H 6.235 0.610 6.764 0.126
H -3.743 6.397 -2.614 0.090
H -5.200 11.224 -2.236 0.126
C -4.911 4.573 -2.743 -0.155
H 0.812 -10.248 -2.040 0.125
H -6.114 -5.615 1.145 0.015
H -6.869 11.383 -4.397 0.117
O 6.420 -6.492 -2.006 0.038
C 1.103 3.239 0.791 -0.458
H 0.867 4.507 -0.932 0.123
C 0.843 -9.405 -2.726 -0.071
C -3.947 -5.446 1.321 -0.716
C 4.917 2.611 5.219 -0.482
H -4.689 -0.806 -0.117 0.056
C -3.226 -0.383 2.669 -0.438
H 5.052 0.808 4.084 0.134
C 0.211 -4.221 0.472 -0.132
C -2.394 1.005 0.912 -0.043
H -1.435 0.722 0.470 0.061
H -1.987 -1.964 -0.412 0.038
C -4.592 -0.089 0.702 -0.062
H -4.075 -3.557 2.349 0.047
O -4.828 7.430 -4.047 0.110
O 0.570 2.204 0.496 0.098
H -5.290 -5.259 -0.341 0.085
C -5.315 -5.018 0.721 -0.181
O 0.771 -4.554 3.607 0.201
H 2.847 -6.783 -2.802 0.093
H 7.978 -5.207 -1.547 0.125
C -0.765 -4.515 1.667 -0.241
O 1.567 -4.110 0.911 -0.131
C 5.279 1.116 6.915 -0.159
H 2.923 5.238 -0.023 0.091
O 1.986 3.344 1.813 0.017
H 6.368 -4.671 -1.036 0.129
C 4.337 1.292 4.751 -0.078
O 4.981 3.630 4.595 0.118
O 4.342 6.004 -1.687 0.119
H -4.123 2.537 -2.808 0.129
C 2.813 8.799 -3.196 -0.157
C 4.139 8.149 -2.813 -0.072
H -5.726 9.302 -5.817 0.126
C 5.465 -5.160 -3.693 -0.073
H 5.456 -5.253 -4.776 0.127
H 1.883 -2.064 2.617 0.092
H -3.259 -5.820 0.580 0.036
O -1.961 5.214 -0.926 0.119
H 3.198 0.760 6.499 0.120
C -4.528 3.255 -2.090 -0.160
H 1.806 -7.715 2.923 0.065
C 6.729 -4.479 -3.181 -0.155
H -5.337 4.452 -3.738 0.118
H -5.549 -3.974 0.915 0.056
H 3.488 -0.128 1.861 0.068
N -0.643 -1.550 1.744 0.064
H 6.653 -3.396 -3.110 0.118
H -4.003 -2.811 0.140 0.015
C -0.921 -6.054 1.602 -0.156
O 4.914 -7.500 -3.330 0.109
H 0.143 0.325 2.119 0.091
O 5.410 2.479 6.478 0.024
H -2.082 -1.249 4.196 0.132
H 4.560 -4.656 -3.349 0.128
H 3.388 1.442 4.243 0.116
H -5.330 -0.278 1.479 0.091
O -3.756 0.396 3.365 0.153
H 4.237 -0.555 5.952 0.118
H -4.827 0.890 0.283 0.073
N -3.220 -0.188 1.234 -0.171
C -5.785 10.454 -2.735 -0.151
H 7.565 -4.714 -3.843 0.119
H -1.622 -6.482 2.321 0.026
C -2.045 -3.669 1.715 -0.372
H -0.063 4.996 0.510 0.114
C 1.660 -1.006 2.717 -0.193
C 0.128 -8.206 -2.139 -0.489
H -0.013 -3.286 -0.030 0.098
H -5.646 5.094 -2.126 0.121
H -5.361 2.793 -1.563 0.118
O 0.847 -7.079 -2.361 0.018
H 1.774 5.144 2.803 0.127
H 2.112 7.314 -4.635 0.126
H 2.070 0.888 1.766 0.029
C 3.699 6.782 -2.328 -0.484
H 2.230 -3.392 -0.717 0.102
H 2.037 -0.705 3.700 0.093
H 2.807 -9.345 -3.732 0.114
C 2.019 -7.391 -3.141 -0.158
I -4.419 -7.226 2.513 0.779
H 2.378 9.285 -2.321 0.118
H 1.811 -7.155 -4.188 0.132
C -6.003 10.752 -4.209 -0.156
H 0.370 -9.668 -3.673 0.130
H 5.038 1.101 7.976 0.123
C -3.594 5.338 -2.722 -0.088
H -7.136 8.971 -4.769 0.134
H -0.229 -0.504 3.603 0.118
```


Record 2
Computed, not measured: a cluster of 2 separate species, C9H14N3 in total, with ωB97M-V with the def2-TZVPD basis set.

For the HOMO-LUMO gap, the calculation gives 6.4 eV. As for the electronic energy: -14020.850 eV. The calculation puts the energy relative to the best compared isomer or geometry (same formula, charge and spin) at 302.2 kJ/mol. The net charge is +1. The calculation puts the LUMO energy at -0.2048 Eh.

Structure (XYZ):
```
26
Properties=species:S:1:pos:R:3:lowdin_charge:R:1
C -1.853 0.040 -0.812 -0.019
N 4.415 -0.135 0.077 0.060
C -1.490 -0.382 0.495 -0.284
C -0.321 -1.216 0.511 -0.105
H -4.111 0.948 2.233 0.117
H -0.028 -1.406 1.557 0.124
H 5.145 0.409 0.436 0.041
H 0.926 -2.057 -1.829 0.102
C 0.821 -0.504 -0.328 -0.319
N 2.123 1.292 0.090 0.180
H -0.404 -2.312 0.185 0.157
H 2.998 0.715 -0.257 0.092
H -1.179 -0.163 -1.601 0.091
C -3.821 1.033 0.091 -0.103
H -4.689 1.612 -0.108 0.108
H 4.601 -0.326 -0.879 0.044
C -3.524 0.626 1.366 -0.025
C -3.003 0.793 -0.945 -0.081
H 2.379 2.116 0.660 0.174
H -3.151 1.353 -1.859 0.117
C -2.282 -0.067 1.578 0.001
N 1.015 0.754 0.118 0.129
H 4.284 -1.067 0.492 0.083
H -1.981 -0.424 2.500 0.088
C 1.331 -1.086 -1.460 0.134
H 1.800 -0.548 -2.308 0.094
```